# C26H33IrNO3P2

A structure of composition C26H33IrNO3P2 in a non-equilibrium geometry (ωB97M-V/def2-TZVPD, the Open Molecules 2025 dataset).

orbital gap (alpha / beta): 4.98 / 3.49 eV
highest occupied orbital energy (alpha / beta): -11.047 / -13.654 eV
expectation value of S²: 8.78
2S+1: 6
net charge: +2

Element x y z (Å)
1 Ir 0.683 0.708 1.023
2 N 1.375 -0.341 2.655
3 C 2.197 0.306 3.718
4 C 2.124 1.843 3.355
5 O 3.085 2.444 3.794
6 O 1.164 2.190 2.607
7 H 0.452 -0.475 3.080
8 H 1.762 -1.247 2.362
9 H 3.205 -0.106 3.662
10 H 1.811 0.207 4.762
11 C -0.675 -2.358 -3.581
12 C -1.629 -1.362 -3.010
13 C -2.947 -1.282 -3.488
14 C -3.816 -0.343 -2.943
15 C -3.401 0.486 -1.916
16 C -2.100 0.394 -1.415
17 C -1.195 -0.566 -1.901
18 P 0.415 -0.413 -0.934
19 C 1.289 -2.079 -0.803
20 C 2.661 -2.253 -1.146
21 C 3.301 -3.439 -0.844
22 C 2.565 -4.537 -0.338
23 C 1.247 -4.354 0.044
24 C 0.613 -3.126 -0.202
25 C -0.787 -2.901 0.352
26 C 1.463 0.826 -1.892
27 C 1.510 1.031 -3.289
28 C 2.448 1.951 -3.853
29 C 3.444 2.562 -3.030
30 C 3.432 2.363 -1.664
31 C 2.352 1.617 -1.125
32 C 2.098 1.875 0.265
33 H -0.812 -2.487 -4.642
34 H -0.727 -3.342 -3.111
35 H 0.354 -2.071 -3.411
36 H -3.216 -1.904 -4.360
37 H -4.836 -0.273 -3.329
38 H -4.023 1.255 -1.445
39 H -1.830 1.068 -0.583
40 H 3.238 -1.420 -1.552
41 H 4.352 -3.547 -1.032
42 H 3.033 -5.498 -0.274
43 H 0.680 -5.089 0.603
44 H -1.052 -3.721 1.053
45 H -1.506 -2.926 -0.496
46 H -0.848 -1.923 0.799
47 H 0.875 0.448 -3.967
48 H 2.355 2.235 -4.905
49 H 4.170 3.248 -3.404
50 H 4.148 2.685 -0.953
51 H 1.616 2.866 0.479
52 H 3.024 1.815 0.878
53 C -2.573 2.392 4.297
54 P -2.412 1.485 2.703
55 C -1.967 2.977 1.767
56 C -4.129 1.095 2.329
57 O -1.403 0.373 2.740
58 H -3.282 3.209 4.231
59 H -1.598 2.800 4.534
60 H -2.822 1.677 5.067
61 H -2.382 3.855 2.242
62 H -2.223 2.985 0.715
63 H -0.887 3.062 1.844
64 H -4.675 2.014 2.238
65 H -4.531 0.549 3.183
66 H -4.261 0.485 1.457


# C4H8N2O2

A structure of composition C4H8N2O2 in a non-equilibrium geometry (ωB97M-V/def2-TZVPD, the Open Molecules 2025 dataset).

orbital gap: 8.49 eV
highest occupied orbital energy: -7.609 eV

Element x y z (Å)
1 C -1.063 -0.456 -1.387
2 C 1.166 0.100 -1.514
3 N 1.461 0.097 -0.188
4 C -0.827 0.315 0.477
5 C 0.514 0.216 0.795
6 N 0.981 -0.102 2.095
7 O -1.409 0.745 -0.684
8 O -1.728 0.147 1.493
9 H -2.583 0.444 1.154
10 H 2.262 -0.442 0.119
11 H 1.022 0.720 2.686
12 H 0.403 -0.792 2.562
13 H -1.684 -1.304 -1.098
14 H -1.091 -0.315 -2.460
15 H 1.908 -0.351 -2.157
16 H 0.667 0.978 -1.892


# C26H31N4

The ion C26H31N4 with charge +1 in a non-equilibrium geometry (ωB97M-V/def2-TZVPD, the Open Molecules 2025 dataset).

orbital gap: 7.52 eV
highest occupied orbital energy: -9.925 eV
SMILES: CN1CCC[N+](C)=C1CC(c1cn(C)c2ccccc12)c1cn(C)c2ccccc12
net charge: +1

Element x y z (Å)
1 C -2.478 -0.274 -2.211
2 N -2.099 0.196 -0.887
3 C -2.138 1.644 -0.763
4 C -2.423 2.116 0.636
5 C -1.561 1.343 1.590
6 N -1.573 -0.082 1.323
7 C -1.295 -0.850 2.518
8 C -1.806 -0.630 0.119
9 C -1.895 -2.185 -0.042
10 H -3.300 -0.999 -2.163
11 H -2.859 0.599 -2.758
12 H -1.647 -0.705 -2.793
13 H -1.179 2.088 -1.079
14 H -2.916 2.006 -1.431
15 H -2.135 3.174 0.713
16 H -3.488 2.063 0.898
17 H -0.533 1.741 1.537
18 H -1.928 1.473 2.603
19 H -1.964 -1.701 2.624
20 H -0.262 -1.190 2.578
21 H -1.475 -0.196 3.381
22 H -2.136 -2.598 0.944
23 H -2.827 -2.385 -0.614
24 C 3.774 -1.131 0.546
25 N 2.588 -1.953 0.612
26 C 1.734 -2.213 -0.431
27 C 0.584 -2.822 0.070
28 C -0.761 -3.026 -0.599
29 C -1.146 -4.515 -0.655
30 C -0.805 -5.566 0.192
31 N -1.608 -6.667 -0.069
32 C -1.666 -7.908 0.678
33 C -2.413 -6.373 -1.161
34 C -2.087 -5.062 -1.609
35 C -2.622 -4.611 -2.821
36 C -3.559 -5.424 -3.471
37 C -3.946 -6.674 -2.957
38 C -3.336 -7.189 -1.791
39 C 0.823 -3.123 1.446
40 C 2.046 -2.481 1.789
41 C 2.354 -2.172 3.100
42 C 1.488 -2.638 4.105
43 C 0.374 -3.420 3.782
44 C 0.024 -3.673 2.456
45 H 3.934 -0.627 1.505
46 H 4.687 -1.693 0.306
47 H 3.645 -0.376 -0.235
48 H 2.005 -1.944 -1.451
49 H -0.560 -2.742 -1.651
50 H -0.016 -5.630 0.933
51 H -2.553 -8.462 0.355
52 H -0.790 -8.554 0.518
53 H -1.750 -7.703 1.751
54 H -2.230 -3.690 -3.255
55 H -4.000 -5.083 -4.410
56 H -4.726 -7.247 -3.445
57 H -3.598 -8.159 -1.387
58 H 3.215 -1.550 3.342
59 H 1.673 -2.396 5.151
60 H -0.261 -3.837 4.561
61 H -0.816 -4.302 2.190


# C5H9NO6

A cluster of 2 separate species, C5H9NO6 in total in a non-equilibrium geometry (ωB97M-V/def2-TZVPD, the Open Molecules 2025 dataset).

orbital gap (alpha / beta): 8.00 / 5.65 eV
highest occupied orbital energy (alpha / beta): -9.078 / -8.797 eV

Element x y z (Å)
1 H -0.140 -2.978 -1.449
2 O -0.047 -2.651 -0.552
3 C -1.224 -1.941 -0.248
4 C -0.881 -1.078 0.931
5 C 0.172 0.333 0.387
6 C 0.171 1.348 1.559
7 C -0.603 1.163 -0.808
8 O -1.203 0.758 -1.764
9 O 1.169 -0.387 0.230
10 O 2.016 2.748 -2.600
11 N 2.716 1.757 -2.331
12 O 3.676 1.489 -3.094
13 O -0.373 -1.875 1.874
14 H -0.042 -1.343 2.606
15 H -1.509 -1.297 -1.091
16 H -2.040 -2.625 0.056
17 H -1.732 -0.580 1.374
18 H -0.856 1.524 1.924
19 H 0.756 1.033 2.442
20 H 0.540 2.320 1.185
21 H -0.564 2.280 -0.633


# C38H43N2O21

A cluster of 5 separate species, C38H43N2O21 in total in a non-equilibrium geometry (ωB97M-V/def2-TZVPD, the Open Molecules 2025 dataset).

orbital gap: 6.93 eV
highest occupied orbital energy: -10.829 eV
net charge: +1

Element x y z (Å)
1 C -2.764 4.276 -0.053
2 C -2.452 4.491 -1.612
3 O -3.530 4.070 -2.450
4 C -1.110 3.685 -1.891
5 O -1.351 2.295 -2.167
6 C -0.503 1.438 -1.429
7 C 1.055 1.678 -1.467
8 N 1.825 0.692 -1.807
9 O 3.154 0.615 -1.935
10 C 3.855 1.029 -0.724
11 C 4.900 -0.074 -0.212
12 C 6.332 0.115 -0.809
13 O 5.025 0.159 1.209
14 C 0.978 -0.483 -2.147
15 C -0.505 -0.115 -1.772
16 C -0.937 -0.860 -0.417
17 C 0.277 -1.226 0.504
18 O 0.980 -0.291 0.932
19 N 0.603 -2.577 0.928
20 C 1.713 -3.159 0.102
21 C 1.162 -2.530 2.329
22 H -3.819 4.551 0.196
23 H -2.507 3.215 0.212
24 H -2.051 4.958 0.496
25 H -2.273 5.603 -1.716
26 H -4.131 4.836 -2.489
27 H -0.445 3.883 -1.007
28 H -0.627 4.174 -2.793
29 H -0.737 1.643 -0.343
30 H 1.516 2.662 -1.198
31 H 4.478 1.940 -0.971
32 H 3.188 1.251 0.147
33 H 4.451 -1.090 -0.380
34 H 7.027 -0.647 -0.361
35 H 6.740 1.139 -0.566
36 H 6.333 0.011 -1.930
37 H 4.155 0.079 1.640
38 H 0.957 -0.456 -3.283
39 H 1.359 -1.516 -1.955
40 H -1.283 -0.504 -2.486
41 H -1.495 -1.807 -0.643
42 H -1.629 -0.201 0.186
43 H 1.273 -3.766 -0.745
44 H 2.355 -2.344 -0.344
45 H 2.396 -3.821 0.692
46 H 1.268 -3.604 2.655
47 H 2.201 -2.080 2.321
48 H 0.476 -1.952 3.008
49 C 2.433 -8.796 -0.461
50 C 1.880 -7.624 -0.142
51 C 1.144 -6.807 -1.152
52 O 0.639 -5.749 -0.810
53 C 1.065 -7.314 -2.521
54 C 1.621 -8.486 -2.843
55 C 2.334 -9.315 -1.826
56 O 2.812 -10.384 -2.155
57 O 1.564 -8.974 -4.098
58 O 1.958 -7.120 1.111
59 H 2.967 -9.399 0.261
60 H 0.544 -6.705 -3.247
61 H 2.035 -9.829 -4.069
62 H 1.478 -6.271 1.080
63 C 4.826 -14.536 2.019
64 C 4.272 -13.364 2.337
65 C 3.536 -12.548 1.326
66 O 3.028 -11.492 1.663
67 C 3.458 -13.056 -0.042
68 C 4.014 -14.227 -0.364
69 C 4.727 -15.056 0.653
70 O 5.204 -16.125 0.322
71 O 3.958 -14.716 -1.620
72 O 4.350 -12.860 3.589
73 H 5.359 -15.137 2.742
74 H 2.937 -12.446 -0.768
75 H 4.430 -15.570 -1.589
76 H 3.872 -12.010 3.559
77 C -2.083 10.708 -2.822
78 C -2.351 9.414 -2.639
79 C -2.946 8.911 -1.365
80 O -3.193 7.720 -1.248
81 C -3.206 9.876 -0.299
82 C -2.935 11.173 -0.478
83 C -2.365 11.680 -1.762
84 O -2.150 12.870 -1.890
85 O -3.161 12.084 0.489
86 O -2.099 8.496 -3.601
87 H -1.654 11.084 -3.740
88 H -3.621 9.496 0.625
89 H -2.884 12.941 0.111
90 H -2.383 7.642 -3.227
91 C -5.323 8.930 3.966
92 C -6.142 8.604 4.970
93 C -7.548 9.104 5.025
94 O -8.263 8.767 5.949
95 C -8.004 9.991 3.954
96 C -7.185 10.319 2.952
97 C -5.788 9.797 2.884
98 O -5.081 10.108 1.940
99 O -7.580 11.137 1.953
100 O -5.738 7.809 5.982
101 H -4.304 8.573 3.914
102 H -9.019 10.361 4.014
103 H -6.810 11.216 1.358
104 H -6.510 7.726 6.574


# C30H62BN2O20S4

A cluster of 10 separate species, C30H62BN2O20S4 in total in a non-equilibrium geometry (ωB97M-V/def2-TZVPD, the Open Molecules 2025 dataset).

orbital gap: 8.08 eV
highest occupied orbital energy: -6.341 eV
net charge: -1

Element x y z (Å)
1 O 23.643 -17.476 18.115
2 C 22.959 -18.112 17.382
3 O 22.530 -17.713 16.181
4 B 21.853 -18.827 15.483
5 O 21.858 -19.939 16.464
6 C 22.526 -19.573 17.531
7 O 22.734 -20.261 18.490
8 O 22.483 -19.199 14.195
9 C 21.726 -18.851 13.166
10 O 22.034 -18.893 12.009
11 C 20.404 -18.314 13.789
12 O 20.497 -18.377 15.086
13 O 19.513 -17.713 13.237
14 C 23.419 -15.969 13.498
15 S 24.609 -14.715 12.845
16 O 25.449 -14.434 14.055
17 C 25.593 -15.908 11.877
18 H 22.403 -15.697 13.207
19 H 23.570 -16.020 14.569
20 H 23.636 -16.893 12.967
21 H 25.871 -16.794 12.449
22 H 26.540 -15.463 11.561
23 H 25.113 -16.230 10.951
24 C 26.403 -13.277 17.460
25 S 24.815 -12.465 17.023
26 O 24.540 -11.569 18.200
27 C 23.741 -13.925 17.145
28 H 27.002 -12.560 18.017
29 H 26.894 -13.619 16.549
30 H 26.298 -14.137 18.126
31 H 23.761 -14.311 18.162
32 H 24.191 -14.621 16.435
33 H 22.719 -13.695 16.850
34 C 24.024 -19.391 9.361
35 S 24.760 -19.124 7.671
36 O 23.703 -19.452 6.655
37 C 24.814 -17.312 7.791
38 H 24.435 -20.369 9.623
39 H 22.939 -19.420 9.330
40 H 24.387 -18.737 10.152
41 H 24.650 -17.004 6.755
42 H 25.788 -16.950 8.117
43 H 24.038 -16.849 8.396
44 C 21.355 -22.208 13.443
45 S 21.938 -23.377 12.183
46 O 20.821 -24.094 11.475
47 C 22.732 -22.157 11.090
48 H 22.152 -22.097 14.180
49 H 20.613 -22.766 14.024
50 H 20.881 -21.292 13.106
51 H 23.373 -21.485 11.670
52 H 22.081 -21.502 10.513
53 H 23.430 -22.687 10.442
54 C 18.844 -19.564 7.256
55 O 17.892 -20.261 7.541
56 N 19.704 -19.034 8.159
57 C 20.987 -18.524 7.625
58 C 19.686 -19.370 9.555
59 H 19.108 -19.284 6.224
60 H 21.639 -18.278 8.457
61 H 20.760 -17.594 7.097
62 H 21.445 -19.225 6.931
63 H 18.688 -19.700 9.846
64 H 20.379 -20.189 9.778
65 H 19.936 -18.576 10.262
66 C 19.953 -14.873 15.188
67 O 20.879 -14.072 15.250
68 N 19.107 -15.042 16.231
69 C 18.180 -16.159 16.234
70 C 19.314 -14.379 17.501
71 H 19.695 -15.513 14.334
72 H 17.959 -16.489 17.248
73 H 18.525 -16.995 15.632
74 H 17.228 -15.828 15.798
75 H 19.981 -13.522 17.442
76 H 18.369 -13.943 17.835
77 H 19.731 -15.061 18.242
78 O 13.594 -18.220 10.616
79 C 14.260 -19.199 10.361
80 O 15.528 -19.159 10.020
81 C 16.252 -17.939 10.030
82 C 16.563 -17.460 11.445
83 C 13.660 -20.584 10.281
84 H 15.784 -17.152 9.437
85 H 17.229 -18.027 9.559
86 H 17.571 -17.041 11.433
87 H 16.679 -18.297 12.135
88 H 15.840 -16.734 11.808
89 H 12.608 -20.431 10.496
90 H 14.205 -21.239 10.959
91 H 13.818 -20.998 9.286
92 O 25.212 -23.427 14.868
93 C 24.635 -24.473 14.993
94 O 24.177 -24.941 16.132
95 C 23.962 -24.088 17.241
96 C 22.702 -23.203 17.118
97 C 24.424 -25.461 13.867
98 H 24.776 -23.370 17.339
99 H 23.757 -24.709 18.108
100 H 22.548 -22.578 17.995
101 H 21.810 -23.829 17.028
102 H 22.816 -22.567 16.240
103 H 24.440 -26.501 14.193
104 H 25.128 -25.300 13.055
105 H 23.423 -25.371 13.444
106 O 19.208 -15.836 20.859
107 C 18.700 -16.928 20.765
108 O 19.294 -18.089 20.587
109 C 20.729 -18.167 20.506
110 C 21.352 -17.984 21.873
111 C 17.193 -17.024 20.832
112 H 21.047 -17.309 19.903
113 H 20.915 -19.111 20.005
114 H 22.342 -18.396 22.049
115 H 20.769 -18.606 22.575
116 H 21.148 -16.999 22.288
117 H 16.803 -16.568 21.740
118 H 16.820 -18.034 20.682
119 H 16.812 -16.365 20.049


# C19H20N2O5

An isolated molecule of C19H20N2O5 in a non-equilibrium geometry (ωB97M-V/def2-TZVPD, the Open Molecules 2025 dataset).

orbital gap: 8.76 eV
highest occupied orbital energy: -8.160 eV
SMILES: CCOc1ccc(N2C(=O)C[C@@H](N(Cc3ccco3)C(C)=O)C2=O)cc1

Element x y z (Å)
1 C 5.652 2.649 0.825
2 C 6.117 1.508 -0.076
3 O 5.593 0.255 0.317
4 C 4.297 -0.055 0.048
5 C 3.418 0.713 -0.710
6 C 2.126 0.272 -0.936
7 C 1.693 -0.930 -0.400
8 C 2.561 -1.701 0.364
9 C 3.850 -1.268 0.578
10 H 4.540 -1.853 1.164
11 H 2.222 -2.634 0.784
12 N 0.362 -1.369 -0.627
13 C -0.734 -0.552 -0.460
14 O -0.723 0.613 -0.169
15 C -1.988 -1.366 -0.821
16 N -3.004 -1.210 0.205
17 C -2.549 -1.266 1.489
18 O -1.393 -1.575 1.707
19 C -3.537 -0.977 2.589
20 H -4.376 -1.669 2.550
21 H -3.903 0.043 2.503
22 H -3.024 -1.094 3.540
23 C -4.281 -0.648 -0.201
24 C -4.163 0.821 -0.458
25 C -3.956 1.529 -1.605
26 C -3.837 2.886 -1.217
27 C -3.972 2.898 0.135
28 O -4.172 1.657 0.603
29 H -3.948 3.694 0.851
30 H -3.669 3.726 -1.858
31 H -3.907 1.141 -2.603
32 H -5.018 -0.833 0.580
33 H -4.605 -1.154 -1.115
34 C -1.470 -2.792 -0.986
35 C 0.042 -2.673 -0.957
36 O 0.833 -3.543 -1.200
37 H -1.795 -3.278 -1.906
38 H -1.770 -3.417 -0.144
39 H -2.387 -0.963 -1.755
40 H 1.451 0.876 -1.522
41 H 3.722 1.654 -1.140
42 H 5.878 1.716 -1.126
43 H 7.200 1.385 0.011
44 H 6.119 3.578 0.511
45 H 4.572 2.762 0.783
46 H 5.934 2.441 1.854


# C2H3ClS

A cluster of 2 separate species, C2H3ClS in total in a non-equilibrium geometry (ωB97M-V/def2-TZVPD, the Open Molecules 2025 dataset).

orbital gap (alpha / beta): 6.64 / 6.38 eV
highest occupied orbital energy (alpha / beta): -8.279 / -8.171 eV

Element x y z (Å)
1 C -0.236 -0.271 0.672
2 C 0.079 0.521 -0.477
3 S 0.789 -2.663 0.408
4 Cl -1.344 -0.053 1.806
5 H 0.549 1.445 -0.276
6 H 0.863 -0.009 -1.079
7 H -0.701 1.029 -1.054